1.
Molecular formula: C10H16N2O5
Method: DFT, the ωB97M-V functional and the def2-TZVPD basis

Bonds (Å) are listed after each position.
Cartesian coordinates (Å):
1 C -1.5670 1.2401 -0.2024  C2 1.714, C3 1.564, H12 1.133, N27 1.419
2 C -0.5766 -0.0972 0.2094  C1 1.714, N28 1.302, O29 1.179
3 C -2.4431 1.4193 1.0806  C1 1.564, C4 1.486, H13 1.131, H14 1.124
4 C -3.8135 0.9766 0.7147  C3 1.486, C5 1.578, H15 1.133, H16 1.071
5 C -3.8383 1.2837 -0.8324  C4 1.578, H17 1.085, H18 1.124, N27 1.522
6 C 1.9926 -0.6316 0.7865  C7 1.507, C8 1.631, H20 1.106, N28 1.625
7 C 2.7336 0.0100 1.9315  C6 1.507, O30 1.240, O33 1.444
8 C 3.0901 -0.4830 -0.4106  C6 1.631, C9 1.610, H21 1.073, H22 1.092
9 C 2.9349 -1.6971 -1.4571  C8 1.610, C10 1.494, H23 1.120, H24 1.093
10 C 1.5069 -1.7213 -1.8971  C9 1.494, O31 1.235, O32 1.318
11 H -2.3103 0.0089 -1.3649  N27 0.999
12 H -0.9351 2.1660 -0.3652  C1 1.133
13 H -2.5702 2.5377 1.1902  C3 1.131
14 H -2.0644 1.0076 2.0550  C3 1.124
15 H -4.6159 1.7349 0.9710  C4 1.133
16 H -4.2243 0.0016 0.8782  C4 1.071
17 H -4.5270 0.4928 -1.1087  C5 1.085
18 H -4.1742 2.3291 -1.0723  C5 1.124
19 H 0.8129 1.1685 0.3402  N28 1.017
20 H 1.8021 -1.7167 0.8845  C6 1.106
21 H 3.9701 -0.8907 0.0481  C8 1.073
22 H 2.9250 0.4227 -0.9974  C8 1.092
23 H 2.9868 -2.7360 -1.0421  C9 1.120
24 H 3.5745 -1.5013 -2.3210  C9 1.093
25 H -0.2730 -1.9079 -1.1580  O32 0.964
26 H 4.4664 -0.3033 2.8331  O33 0.947
27 N -2.4215 1.0001 -1.3098  C1 1.419, C5 1.522, H11 0.999
28 N 0.6146 0.2149 0.6312  C2 1.302, C6 1.625, H19 1.017
29 O -1.1333 -1.1364 0.2042  C2 1.179
30 O 2.5761 1.1016 2.4984  C7 1.240
31 O 1.0059 -1.2276 -2.9117  C10 1.235
32 O 0.6188 -2.2670 -1.0900  C10 1.318, H25 0.964
33 O 3.8766 -0.7993 2.2836  C7 1.444, H26 0.947

Output
HOMO-LUMO gap = 9.7288 eV
HOMO level = -9.3 eV
SMILES = O=C(O)CC[C@H](NC(=O)[C@@H]1CCCN1)C(=O)O
ΔE to the lowest compared entry with this formula, charge and spin = 3.887 eV

Atomic charges from the Löwdin analysis, expressed in e, are listed below:
1. C -0.253
2. C -0.482
3. C -0.168
4. C -0.205
5. C -0.164
6. C -0.081
7. C -0.387
8. C -0.049
9. C -0.071
10. C -0.551
11. H 0.083
12. H 0.135
13. H 0.126
14. H 0.129
15. H 0.118
16. H 0.095
17. H 0.100
18. H 0.121
19. H 0.133
20. H 0.158
21. H 0.097
22. H 0.134
23. H 0.144
24. H 0.127
25. H 0.091
26. H 0.096
27. N -0.011
28. N 0.176
29. O 0.078
30. O 0.095
31. O 0.069
32. O 0.073
33. O 0.046

---

2.
Molecular formula: C5H10N2O
Method: DFT, the ωB97M-V functional and the def2-TZVPD basis

Bonds (Å) are listed after each position.
Cartesian coordinates (Å):
1 O -1.2695 0.3229 2.7702  C2 1.214
2 C -1.1577 0.3237 1.5618  O1 1.214, C3 1.519, H9 1.103
3 C 0.1057 0.8242 0.8827  C2 1.519, C4 1.538, N8 1.438, H10 1.084
4 C 0.8436 -0.1812 -0.0171  C3 1.538, C5 1.503, H11 1.093, H12 1.093
5 C 0.0623 -0.6575 -1.2097  C4 1.503, C6 1.335, N7 1.396
6 C -0.8242 0.0615 -1.9028  C5 1.335, H13 1.082, H14 1.087
7 N 0.4508 -1.9142 -1.6775  C5 1.396, H15 0.993, H16 1.004
8 N 1.0420 1.4508 1.7757  C3 1.438, H17 1.014, H18 1.008
9 H -2.0972 0.1762 1.0033  C2 1.103
10 H -0.3287 1.4942 0.1495  C3 1.084
11 H 1.6911 0.3942 -0.3972  C4 1.093
12 H 1.2557 -1.0394 0.5189  C4 1.093
13 H -0.9531 1.1350 -1.9504  C6 1.082
14 H -1.4026 -0.4502 -2.6682  C6 1.087
15 H 0.4389 -2.6479 -1.0083  N7 0.993
16 H 0.1167 -2.1297 -2.5994  N7 1.004
17 H 0.5319 2.0656 2.4004  N8 1.014
18 H 1.4944 0.7718 2.3683  N8 1.008

Output
HOMO-LUMO gap = 9.4251 eV
HOMO level = -8.6 eV
SMILES = C=C(N)C[C@H](N)C=O
ΔE to the lowest compared entry with this formula, charge and spin = 1.619 eV

Atomic charges from the Löwdin analysis, expressed in e, are listed below:
1. O 0.034
2. C -0.202
3. C -0.388
4. C -0.112
5. C -0.429
6. C 0.020
7. N 0.090
8. N 0.057
9. H 0.124
10. H 0.123
11. H 0.129
12. H 0.121
13. H 0.057
14. H 0.053
15. H 0.077
16. H 0.085
17. H 0.080
18. H 0.080